Entry 1:
This record from OMol25 describes a molecular structure, C10H26FeN2O2PS4. The level of theory is the ωB97M-V functional and the def2-TZVPD basis.

CARTESIAN COORDINATES (ANGSTROEM)
Fe  -0.15  -0.22  0.06
C  1.58  -3.08  0.15
C  2.68  -2.13  -0.29
S  2.38  -0.36  0.00
C  2.84  -0.09  1.74
C  1.84  -0.56  2.79
S  0.20  0.16  2.47
C  -0.94  -1.04  3.21
C  -2.34  -0.84  2.63
S  -2.47  -0.88  0.82
C  -2.55  -2.64  0.39
C  -1.24  -3.41  0.43
S  0.01  -2.58  -0.61
H  1.45  -3.09  1.23
H  1.82  -4.09  -0.17
H  2.85  -2.21  -1.36
H  3.62  -2.39  0.20
H  3.00  0.99  1.82
H  3.81  -0.56  1.91
H  2.17  -0.24  3.77
H  1.75  -1.64  2.80
H  -0.96  -0.88  4.29
H  -0.56  -2.04  3.02
H  -2.73  0.13  2.92
H  -3.02  -1.59  3.04
H  -2.99  -2.66  -0.61
H  -3.28  -3.11  1.05
H  -1.40  -4.41  0.04
H  -0.84  -3.50  1.44
N  0.20  1.87  -4.57
C  -0.94  2.33  -3.69
P  -0.27  2.50  -1.98
O  1.10  3.03  -2.16
O  -0.55  1.20  -1.24
C  -1.22  3.86  -1.15
N  -0.32  5.07  -1.08
H  1.03  2.44  -4.37
H  -0.04  1.95  -5.56
H  0.45  0.89  -4.39
H  -1.78  1.65  -3.80
H  -1.23  3.31  -4.07
H  -1.48  3.55  -0.14
H  -2.15  4.13  -1.66
H  -0.26  5.45  -0.13
H  -0.63  5.82  -1.69
H  0.63  4.76  -1.38

Output
2S+1: 5
Net charge: +3
HOMO (spin up / spin down): -0.6240 / -0.6641 Eh
LUMO (spin up / spin down): -8.14 / -8.60 eV
Energy above the lowest of the compared OMol25 structures with the same formula, charge and spin: 0.0 kcal/mol



Entry 2:
This record from OMol25 describes a molecular structure, C4H12O4. The level of theory is the ωB97M-V functional and the def2-TZVPD basis.

CARTESIAN COORDINATES (ANGSTROEM)
C  0.52  1.01  0.43
C  1.40  2.04  1.15
C  -0.68  1.65  -0.25
O  1.43  0.43  -0.50
O  0.88  -0.74  -1.13
O  0.02  0.04  1.32
H  0.41  -0.44  -1.95
H  0.76  -0.42  1.73
H  -1.32  2.11  0.50
H  2.26  1.54  1.60
H  1.75  2.79  0.45
H  0.81  2.52  1.93
H  -0.34  2.41  -0.96
H  -1.25  0.89  -0.78
C  -1.16  -2.99  -0.77
O  -0.95  -2.57  0.48
H  -0.91  -1.58  0.46
H  -0.35  -2.89  -1.50
H  -1.63  -3.98  -0.77
H  -1.65  -1.85  -1.45

Output
2S+1: 1
HOMO: -0.3323 Eh
LUMO: 0.67 eV
Energy above the lowest of the compared OMol25 structures with the same formula, charge and spin: 115.9 kcal/mol



Entry 3:
This record from OMol25 describes a molecular structure, C4H8N2O2. The level of theory is the ωB97M-V functional and the def2-TZVPD basis.

CARTESIAN COORDINATES (ANGSTROEM)
C  -2.41  0.72  -2.40
C  1.74  -0.83  2.07
C  -0.11  -1.64  2.06
C  1.30  -1.99  1.55
N  -0.94  -0.89  1.24
N  0.76  2.07  -1.91
O  -1.56  0.57  -3.12
O  -3.29  0.90  -1.68
H  2.52  -0.13  2.29
H  -0.55  -1.74  3.11
H  1.50  -2.87  1.10
H  -0.46  -0.59  0.40
H  1.25  2.94  -1.72
H  0.23  2.38  -2.73
H  1.43  1.30  -2.02
H  -1.42  -0.21  1.77

Output
2S+1: 1
HOMO (spin up / spin down): -0.2668 / -0.2668 Eh
LUMO (spin up / spin down): 0.55 / 0.55 eV
Energy above the lowest of the compared OMol25 structures with the same formula, charge and spin: 115.3 kcal/mol



Entry 4:
This record from OMol25 describes a molecular structure, C28H25AsCl2F5N4NiS. The level of theory is the ωB97M-V functional and the def2-TZVPD basis.

CARTESIAN COORDINATES (ANGSTROEM)
Ni  1.43  -0.79  0.40
F  3.77  -0.42  6.57
C  3.74  -0.76  5.27
C  2.55  -0.68  4.54
F  1.43  -0.24  5.14
C  2.54  -1.04  3.22
F  1.39  -0.93  2.50
C  3.67  -1.51  2.51
S  3.57  -1.97  0.88
C  4.86  -1.55  3.28
F  6.00  -1.96  2.70
C  4.89  -1.19  4.61
F  6.05  -1.22  5.29
C  0.23  -5.43  -0.41
C  -0.38  -4.62  0.72
As  -0.38  -2.65  0.36
C  -1.79  -2.64  -1.05
C  -2.20  -1.24  -1.47
C  -1.43  -2.19  1.99
C  -2.82  -2.77  2.15
H  0.20  -6.50  -0.18
H  1.26  -5.14  -0.57
H  -0.32  -5.27  -1.34
H  0.19  -4.77  1.64
H  -1.40  -4.95  0.91
H  -2.66  -3.19  -0.68
H  -1.38  -3.18  -1.91
H  -2.52  -0.64  -0.61
H  -3.03  -1.27  -2.18
H  -1.36  -0.73  -1.95
H  -1.49  -1.10  2.04
H  -0.80  -2.51  2.83
H  -3.47  -2.41  1.35
H  -3.25  -2.45  3.10
H  -2.82  -3.85  2.13
Cl  0.59  -1.07  -4.18
C  1.53  0.21  -3.52
C  1.94  1.25  -4.31
C  2.64  2.32  -3.77
C  2.93  2.33  -2.41
C  2.54  1.28  -1.62
Cl  2.86  1.25  0.07
C  1.84  0.13  -2.12
N  1.50  -0.90  -1.41
H  1.69  1.23  -5.36
H  2.95  3.14  -4.40
H  3.46  3.16  -1.97
N  -4.47  6.69  -4.25
C  -3.89  6.01  -3.53
C  -3.21  5.16  -2.65
C  -2.43  4.10  -3.14
C  -1.81  3.23  -2.28
C  -1.92  3.39  -0.89
C  -2.66  4.49  -0.40
C  -3.29  5.35  -1.26
N  -1.33  2.48  -0.02
C  -1.48  2.38  1.35
C  -0.70  1.33  1.75
N  -0.08  0.79  0.67
C  -0.48  1.49  -0.36
H  -2.34  3.96  -4.21
H  -1.23  2.42  -2.69
H  -2.74  4.66  0.67
H  -3.86  6.18  -0.87
H  -2.11  3.03  1.92
H  -0.55  0.96  2.75
H  -0.15  1.32  -1.37

Output
2S+1: 1
Net charge: -1
HOMO (spin up / spin down): -0.1166 / -0.1174 Eh
LUMO (spin up / spin down): 1.47 / 1.47 eV



Entry 5:
This record from OMol25 describes 3 unconnected molecules or ions with the total composition C35H62FN5O9. The level of theory is the ωB97M-V functional and the def2-TZVPD basis.

CARTESIAN COORDINATES (ANGSTROEM)
C  7.77  -2.83  0.85
C  6.94  -1.58  0.54
C  7.06  -1.24  -0.94
C  5.49  -1.81  0.98
C  4.62  -0.53  1.03
C  4.74  0.08  2.44
C  3.14  -0.79  0.72
O  2.67  -0.16  -0.48
C  2.46  -0.95  -1.56
C  3.47  -1.69  -2.11
C  3.22  -2.52  -3.21
N  4.22  -3.29  -3.73
C  3.94  -4.07  -4.74
C  5.01  -4.96  -5.29
C  5.45  -6.01  -4.25
C  4.40  -7.08  -3.98
C  3.30  -6.65  -3.00
O  3.03  -7.67  -2.02
C  2.28  -8.69  -2.45
O  1.63  -8.71  -3.45
C  2.60  -4.08  -5.26
F  2.35  -4.90  -6.28
N  1.63  -3.37  -4.82
C  1.92  -2.57  -3.76
C  0.90  -1.77  -3.19
O  -0.33  -1.77  -3.75
C  1.14  -0.98  -2.10
C  0.04  -0.18  -1.47
C  -1.08  -1.06  -0.85
C  -1.10  -0.95  0.66
N  -1.26  -2.18  1.41
O  -0.96  0.09  1.24
H  7.27  -3.71  0.44
H  8.75  -2.77  0.35
H  7.93  -2.96  1.92
H  7.36  -0.75  1.11
H  8.11  -1.22  -1.24
H  6.57  -2.00  -1.55
H  6.62  -0.27  -1.20
H  5.51  -2.27  1.97
H  5.05  -2.56  0.31
H  5.02  0.21  0.34
H  4.56  -0.69  3.19
H  5.76  0.44  2.60
H  4.03  0.89  2.59
H  2.52  -0.36  1.51
H  2.93  -1.86  0.68
H  4.47  -1.65  -1.70
H  4.66  -5.48  -6.18
H  5.87  -4.33  -5.52
H  6.34  -6.50  -4.64
H  5.75  -5.51  -3.33
H  3.96  -7.40  -4.93
H  4.88  -7.97  -3.56
H  3.63  -5.78  -2.43
H  2.39  -6.37  -3.52
H  2.34  -9.54  -1.75
H  -0.48  -2.62  -4.20
H  -0.41  0.47  -2.23
H  0.45  0.47  -0.70
H  -2.05  -0.79  -1.25
H  -0.91  -2.10  -1.12
H  -2.00  -2.73  0.97
H  -0.42  -2.73  1.31
C  -7.52  3.38  0.44
O  -6.44  3.23  1.33
C  -6.76  2.56  2.55
C  -6.10  1.20  2.61
N  -6.66  0.28  1.63
C  -5.90  -0.96  1.48
C  -4.45  -0.85  1.03
O  -4.28  -0.41  -0.30
C  -4.28  1.00  -0.48
H  -7.20  4.06  -0.35
H  -7.81  2.43  -0.02
H  -8.39  3.81  0.93
H  -7.85  2.49  2.66
H  -6.38  3.16  3.37
H  -6.24  0.79  3.61
H  -5.03  1.36  2.47
H  -6.70  0.75  0.73
H  -6.44  -1.58  0.76
H  -5.92  -1.49  2.44
H  -4.04  -1.86  1.06
H  -3.85  -0.25  1.71
H  -3.85  1.51  0.38
H  -5.28  1.39  -0.67
H  -3.66  1.22  -1.36
C  -1.41  4.34  2.46
O  -2.54  4.75  1.72
C  -3.79  4.52  2.36
C  -4.44  5.81  2.78
N  -3.72  6.45  3.87
C  -4.15  7.81  4.18
C  -4.00  8.88  3.10
O  -2.66  9.22  2.79
C  -2.02  8.38  1.86
H  -0.55  4.40  1.80
H  -1.23  4.97  3.34
H  -1.51  3.30  2.80
H  -3.67  3.85  3.22
H  -4.44  4.02  1.64
H  -5.47  5.61  3.10
H  -4.50  6.45  1.88
H  -2.74  6.46  3.65
H  -3.58  8.14  5.05
H  -5.20  7.78  4.48
H  -4.45  9.80  3.49
H  -4.55  8.63  2.19
H  -2.72  7.99  1.11
H  -1.51  7.53  2.33
H  -1.27  8.97  1.34

Output
2S+1: 1
HOMO: -0.3117 Eh
LUMO: -0.38 eV



Entry 6:
This record from OMol25 describes 7 unconnected molecules or ions with the total composition C36H71F6N11O2P. The level of theory is the ωB97M-V functional and the def2-TZVPD basis.

CARTESIAN COORDINATES (ANGSTROEM)
P  -1.79  0.86  0.79
F  -1.95  2.14  1.79
F  -1.32  1.82  -0.45
F  -0.21  0.72  1.10
F  -1.77  -0.46  -0.14
F  -2.22  -0.10  2.05
F  -3.35  1.02  0.41
C  1.23  5.58  -2.65
C  0.43  4.30  -2.90
N  0.80  3.67  -4.18
C  2.04  3.19  -4.53
C  1.97  2.94  -5.86
N  0.69  3.16  -6.31
C  0.02  3.69  -5.27
C  0.30  3.10  -7.75
H  0.87  6.38  -3.30
H  2.28  5.33  -2.68
H  1.03  6.02  -1.67
H  -0.65  4.41  -2.85
H  0.64  3.61  -2.07
H  2.86  3.10  -3.85
H  2.82  2.76  -6.50
H  -1.00  4.00  -5.35
H  -0.20  2.13  -7.83
H  1.21  3.05  -8.34
H  -0.42  3.88  -7.96
C  3.59  -0.51  0.70
C  5.09  -0.36  0.55
N  5.89  -1.56  0.62
C  6.67  -2.00  -0.44
C  7.38  -3.06  0.03
N  7.08  -3.21  1.38
C  6.19  -2.27  1.70
C  7.80  -4.07  2.32
H  3.05  -0.89  -0.17
H  3.15  0.47  0.85
H  3.32  -1.17  1.53
H  5.42  0.35  1.32
H  5.37  0.28  -0.29
H  6.61  -1.47  -1.37
H  8.07  -3.74  -0.44
H  5.80  -1.96  2.66
H  7.25  -3.94  3.26
H  8.80  -3.68  2.51
H  7.73  -5.13  2.09
C  -5.60  5.53  -5.85
C  -4.88  4.21  -6.05
N  -4.26  3.71  -4.80
C  -3.65  4.40  -3.78
C  -3.09  3.51  -2.91
N  -3.32  2.25  -3.42
C  -4.07  2.41  -4.52
C  -3.05  0.95  -2.86
H  -6.59  5.46  -5.41
H  -5.76  6.00  -6.82
H  -5.12  6.26  -5.19
H  -4.01  4.29  -6.71
H  -5.51  3.48  -6.53
H  -3.65  5.48  -3.75
H  -2.71  3.65  -1.91
H  -4.38  1.57  -5.12
H  -3.61  0.72  -1.94
H  -2.02  0.71  -2.63
H  -3.55  0.18  -3.46
C  -4.87  -2.12  1.17
C  -4.55  -3.20  2.24
N  -4.63  -2.72  3.61
C  -4.85  -1.43  4.05
C  -5.07  -1.52  5.39
N  -4.89  -2.83  5.76
C  -4.69  -3.56  4.65
C  -4.91  -3.38  7.11
H  -4.34  -1.18  1.31
H  -5.96  -2.04  1.24
H  -4.70  -2.51  0.17
H  -3.56  -3.63  2.06
H  -5.32  -3.95  2.09
H  -5.01  -0.69  3.29
H  -5.32  -0.76  6.11
H  -4.56  -4.62  4.60
H  -5.85  -3.82  7.42
H  -4.55  -2.65  7.84
H  -4.26  -4.26  7.14
C  0.65  -0.37  4.58
C  1.49  0.82  4.96
N  1.59  1.88  4.00
C  2.74  2.56  3.67
C  2.36  3.56  2.82
N  1.01  3.45  2.59
C  0.56  2.44  3.35
C  0.18  4.44  1.95
H  -0.40  -0.07  4.46
H  0.64  -1.09  5.40
H  1.00  -0.85  3.67
H  2.45  0.55  5.41
H  1.06  1.23  5.89
H  3.70  2.33  4.11
H  2.94  4.36  2.40
H  -0.46  2.12  3.48
H  -0.10  4.11  0.94
H  0.74  5.37  1.85
H  -0.78  4.57  2.44
C  3.87  -4.59  1.29
O  2.47  -4.42  1.25
C  1.72  -4.89  2.35
C  0.23  -4.65  2.11
N  -0.18  -4.58  0.64
H  0.76  -4.74  0.22
H  -0.79  -5.27  0.22
C  -0.63  -3.25  0.02
C  -0.05  -3.08  -1.37
O  1.36  -3.12  -1.28
C  1.94  -2.58  -2.47
H  4.34  -4.27  2.23
H  4.38  -4.04  0.50
H  4.09  -5.62  1.01
H  2.13  -4.41  3.24
H  1.86  -5.98  2.38
H  -0.08  -3.76  2.66
H  -0.36  -5.51  2.43
H  -0.21  -2.41  0.58
H  -1.71  -3.31  -0.03
H  -0.39  -2.10  -1.73
H  -0.42  -3.78  -2.13
H  1.67  -1.52  -2.57
H  1.72  -3.24  -3.31
H  3.02  -2.61  -2.31

Output
2S+1: 1
Net charge: +5
HOMO: -0.7130 Eh
LUMO: -9.41 eV
Energy above the lowest of the compared OMol25 structures with the same formula, charge and spin: 7.3 kcal/mol



Entry 7:
This record from OMol25 describes 2 unconnected molecules or ions with the total composition C2H2FN3O. The level of theory is the ωB97M-V functional and the def2-TZVPD basis.

CARTESIAN COORDINATES (ANGSTROEM)
O  -2.62  -0.62  3.21
N  -1.50  -0.97  3.43
C  -0.74  -1.63  4.01
F  0.48  -1.93  4.15
N  -0.20  -1.12  1.10
C  -0.36  -0.97  -0.03
N  -0.88  -0.48  -1.12
H  -1.85  -0.18  -0.96
H  -0.52  -0.45  -2.05

Output
2S+1: 1
HOMO: -0.3440 Eh
LUMO: 0.18 eV
Energy above the lowest of the compared OMol25 structures with the same formula, charge and spin: 100.6 kcal/mol



Entry 8:
This record from OMol25 describes a molecular structure, C6H5O6Pt. The level of theory is the ωB97M-V functional and the def2-TZVPD basis.

CARTESIAN COORDINATES (ANGSTROEM)
O  -3.60  -4.08  -0.87
C  -2.84  -3.26  -1.10
Pt  0.46  0.51  -1.02
C  1.20  1.97  -2.03
O  1.60  2.83  -2.69
C  4.23  2.41  -0.56
O  5.24  2.05  -0.96
C  -1.31  1.07  -0.58
O  -2.37  1.50  -0.39
C  1.65  -0.54  0.02
O  2.47  -1.11  0.62
H  0.13  -0.42  -2.13
C  -2.58  0.14  2.39
O  -2.01  -0.75  1.43
H  -1.83  0.82  2.82
H  -3.08  -0.42  3.19
H  -3.33  0.72  1.84
H  -1.43  -1.37  1.90

Output
2S+1: 3
Net charge: +1
HOMO (spin up / spin down): -0.5025 / -0.5229 Eh
LUMO (spin up / spin down): -4.21 / -8.62 eV
Energy above the lowest of the compared OMol25 structures with the same formula, charge and spin: 0.0 kcal/mol